1.
{
  "formula": "C5H6S2",
  "method": "the ωB97M-V functional and the def2-TZVPD basis",
  "symbols": ["C", "C", "S", "C", "C", "C", "S", "H", "H", "H", "H", "H", "H"],
  "xyz": [[0.817, 0.998, -1.202], [1.396, -0.171, -1.086], [0.665, -1.578, -0.296], [0.009, -0.754, 1.160], [-1.504, -0.591, 1.340], [-0.586, 0.657, 1.106], [-0.716, 1.517, -0.423], [1.359, 1.780, -1.745], [2.364, -0.335, -1.604], [0.594, -0.956, 2.057], [-2.069, -1.005, 0.521], [-1.819, -0.674, 2.392], [-0.404, 1.336, 1.979]],
  "lumo_ev": 0.8946,
  "orbital_gap_ha": 0.34357
}

2.
{
  "formula": "C3H3HgO2",
  "method": "the ωB97M-V functional and the def2-TZVPD basis",
  "symbols": ["H", "O", "O", "C", "C", "C", "H", "H", "Hg"],
  "xyz": [[1.618, 0.966, -0.116], [-1.540, 0.116, -0.568], [0.808, -2.087, 0.920], [-0.251, -0.350, -0.308], [0.346, 1.050, -0.156], [-0.066, -1.195, 0.976], [0.160, -0.945, -1.169], [0.290, 1.583, -1.129], [-1.365, 0.862, 1.549]],
  "lumo_ev": [7.1418, 6.6336],
  "orbital_gap_ha": [0.17596, 0.17997],
  "multiplicity": 2,
  "charge": -2
}

3.
{
  "formula": "C18H25NO3S",
  "method": "the ωB97M-V functional and the def2-TZVPD basis",
  "symbols": ["C", "C", "C", "C", "C", "S", "O", "O", "N", "C", "C", "C", "C", "C", "C", "C", "C", "C", "C", "O", "C", "C", "C", "H", "H", "H", "H", "H", "H", "H", "H", "H", "H", "H", "H", "H", "H", "H", "H", "H", "H", "H", "H", "H", "H", "H", "H", "H"],
  "xyz": [[5.827, 2.767, 0.092], [4.886, 1.615, -0.076], [3.799, 1.694, -0.939], [2.939, 0.620, -1.094], [3.170, -0.538, -0.380], [2.061, -1.925, -0.541], [1.315, -1.830, -1.762], [2.787, -3.137, -0.277], [0.993, -1.594, 0.713], [-0.319, -2.213, 0.627], [-1.429, -1.279, 1.124], [-1.917, -0.284, 0.063], [-0.735, 0.580, -0.379], [-2.677, -0.927, -1.120], [-3.914, -1.539, -0.451], [-4.269, -0.497, 0.626], [-3.137, 0.555, 0.516], [-2.998, 1.463, 1.719], [-3.498, 1.272, -0.778], [-3.982, 2.366, -0.890], [-3.172, 0.297, -1.893], [4.246, -0.642, 0.481], [5.100, 0.434, 0.632], [6.830, 2.481, -0.220], [5.879, 3.065, 1.138], [5.510, 3.621, -0.500], [3.626, 2.602, -1.498], [2.102, 0.661, -1.771], [1.446, -1.743, 1.602], [-0.342, -3.151, 1.195], [-0.468, -2.455, -0.425], [-2.252, -1.896, 1.477], [-1.047, -0.716, 1.978], [-0.105, 0.012, -1.058], [-0.133, 0.861, 0.481], [-1.062, 1.492, -0.873], [-2.105, -1.625, -1.729], [-3.691, -2.513, -0.017], [-4.723, -1.678, -1.167], [-4.285, -0.927, 1.628], [-5.242, -0.036, 0.452], [-2.136, 2.115, 1.602], [-2.882, 0.885, 2.633], [-3.885, 2.087, 1.809], [-2.412, 0.714, -2.552], [-4.055, 0.099, -2.501], [4.408, -1.572, 1.004], [5.947, 0.361, 1.299]],
  "lumo_ev": 0.4995,
  "orbital_gap_ha": 0.35350
}

4.
{
  "formula": "CHAlF3O3S",
  "method": "the ωB97M-V functional and the def2-TZVPD basis",
  "symbols": ["S", "O", "O", "C", "F", "F", "Al", "O", "H", "F"],
  "xyz": [[0.611, 0.141, -1.140], [-0.207, -1.067, -0.752], [0.282, 1.653, -1.102], [2.016, 0.104, 0.168], [3.047, -0.502, 0.859], [2.981, 0.608, -0.731], [-0.939, 2.398, -0.238], [1.081, 1.147, 1.256], [0.893, 0.409, 1.963], [1.178, -0.982, 1.794]],
  "lumo_ev": 3.0826,
  "orbital_gap_ha": 0.29174,
  "charge": -1
}

5.
{
  "formula": "C13H15Cl27GaINO2S",
  "method": "the ωB97M-V functional and the def2-TZVPD basis",
  "symbols": ["O", "C", "O", "C", "C", "Ga", "I", "N", "C", "S", "H", "H", "H", "H", "H", "H", "C", "Cl", "Cl", "Cl", "H", "C", "Cl", "Cl", "Cl", "H", "C", "Cl", "Cl", "Cl", "H", "C", "Cl", "Cl", "Cl", "H", "C", "Cl", "Cl", "Cl", "H", "C", "Cl", "Cl", "Cl", "H", "C", "Cl", "Cl", "Cl", "H", "C", "Cl", "Cl", "Cl", "H", "C", "Cl", "Cl", "Cl", "H"],
  "xyz": [[-4.249, -0.260, 3.658], [-3.282, -0.910, 3.922], [-2.282, -0.473, 4.702], [-1.403, 0.560, 4.160], [-0.131, -0.026, 3.573], [0.029, -0.075, 1.593], [-2.114, -0.990, 0.475], [0.299, 1.843, 0.992], [-0.477, 2.266, 0.198], [-1.522, 2.853, -0.842], [-3.166, -1.955, 3.607], [-1.982, 1.160, 3.452], [-1.170, 1.200, 5.015], [0.691, 0.610, 3.919], [0.025, -1.023, 3.990], [1.258, -0.934, 1.079], [4.220, 1.045, 4.499], [3.710, 0.765, 2.843], [2.944, 1.790, 5.460], [4.779, -0.454, 5.255], [5.055, 1.732, 4.480], [3.155, 3.735, -1.011], [2.869, 2.868, -2.527], [1.849, 4.874, -0.694], [3.356, 2.613, 0.324], [4.071, 4.299, -1.122], [-4.554, -4.935, 1.816], [-4.664, -4.105, 0.273], [-3.066, -4.518, 2.651], [-5.962, -4.578, 2.828], [-4.549, -6.001, 1.629], [4.420, 0.852, -5.613], [4.778, -0.487, -6.700], [4.916, 2.396, -6.331], [2.720, 0.888, -5.183], [4.996, 0.721, -4.707], [9.485, 0.548, -5.948], [9.565, -0.720, -7.172], [7.937, 1.385, -6.012], [9.785, -0.110, -4.340], [10.265, 1.266, -6.164], [3.751, 5.688, -8.604], [3.007, 5.477, -10.189], [5.329, 6.468, -8.751], [2.698, 6.594, -7.525], [3.902, 4.706, -8.175], [-7.867, -2.399, -1.804], [-6.372, -1.526, -1.514], [-8.032, -2.836, -3.511], [-7.986, -3.832, -0.781], [-8.692, -1.746, -1.553], [-6.256, 2.321, 3.174], [-6.463, 3.355, 4.597], [-7.768, 1.481, 2.802], [-5.702, 3.258, 1.794], [-5.507, 1.577, 3.403], [-2.137, -7.759, 4.969], [-2.848, -7.853, 3.359], [-0.430, -7.333, 4.875], [-3.019, -6.619, 5.982], [-2.213, -8.737, 5.423]],
  "lumo_ev": 1.5945,
  "orbital_gap_ha": 0.25903,
  "charge": -1
}

Calculated values (Ha) of DFT total energy for the records, taken in order: -990.43404, -419.75192, -1379.56062, -1204.53763, -15755.52953.